Record 1
Density functional theory data (wB97M-V/def2-TZVPD) for CH6NOP as an isolated structure at a distorted geometry.

```
10
Properties=species:S:1:pos:R:3:forces:R:3:nbo_charge:R:1
C -0.97863 0.08295 0.95521 1.06 -2.39 -3.21 -0.286
N 0.14984 -0.96392 -1.17441 2.86 0.60 0.85 -1.305
O 0.44943 0.17239 1.01029 1.11 0.99 2.35 -0.837
P 1.06136 0.09818 -0.40795 -0.59 -1.13 -2.55 1.562
H -1.05453 -0.88422 0.39674 -1.19 0.50 1.14 0.246
H -1.23144 0.11545 1.92417 -1.54 0.08 3.30 0.191
H -1.47646 0.77229 0.29881 0.04 1.00 -0.02 0.173
H -0.30679 -0.50971 -1.89139 -1.69 0.69 -2.21 0.357
H 2.40661 -0.45697 -0.46313 -0.76 1.15 0.91 -0.027
H 0.98060 1.57357 -0.64836 0.69 -1.49 -0.56 -0.074
```
Forces are in eV/Å.

energy above the lowest of the compared OMol25 structures with the same formula, charge and spin: 288.7 kJ/mol

Record 2
Density functional theory data (wB97M-V/def2-TZVPD) for a 17-piece molecular cluster, C4H43NO16 overall at a distorted geometry.

```
64
Properties=species:S:1:pos:R:3:forces:R:3:nbo_charge:R:1
C 1.13641 -0.32701 2.73811 -1.34 -2.43 -6.33 -0.563
C -0.34473 0.06132 2.41547 0.82 -0.87 -3.56 -0.270
N -0.85877 -0.83866 1.31927 4.73 0.53 -0.51 -0.156
C -0.11413 -0.50084 0.01211 -5.09 2.66 -2.33 -0.312
C -0.29635 -1.43903 -1.17897 -3.02 -0.74 -0.98 -0.669
H 1.46737 -1.19676 2.04474 -0.46 0.91 1.85 0.208
H 1.08150 -0.45786 3.69538 0.55 -1.73 5.55 0.221
H 1.82636 0.39320 2.54026 1.52 2.54 -0.81 0.224
H -0.78569 -0.14924 3.32780 -1.97 0.46 1.34 0.240
H -0.39055 0.95681 1.83849 -0.40 1.66 1.22 0.277
H -0.71677 -1.81203 1.57419 -1.00 -0.97 -0.02 0.415
H -0.57253 0.58208 -0.35073 1.22 -2.39 1.26 0.273
H 0.89538 -0.37074 0.18713 2.20 0.45 1.06 0.269
H -0.32621 -1.03927 -2.30426 0.04 -0.21 2.91 0.293
H 0.39091 -2.23194 -1.16892 1.36 -0.79 0.15 0.216
H -1.26517 -2.04440 -0.99878 1.09 1.13 -0.66 0.232
H -1.80149 2.96957 0.17773 -1.00 -0.18 2.12 0.510
H -3.05202 2.91469 1.27459 3.08 -0.04 -0.51 0.503
O -2.01562 2.88117 1.19022 -2.70 -0.08 -2.09 -1.023
H -3.99219 0.65706 -1.64677 0.28 0.08 -2.34 0.492
H -4.45610 0.86349 -3.23063 -0.12 0.07 0.20 0.477
O -3.70448 0.74260 -2.64652 0.38 0.29 0.64 -1.048
H -0.90390 -4.52320 2.66754 -1.00 0.85 -0.74 0.513
H -1.44620 -3.31325 3.37897 -0.30 0.41 1.03 0.468
O -1.52502 -3.75212 2.54383 1.33 -0.93 -0.42 -0.965
H 0.89703 -3.59768 -2.52632 1.58 0.93 0.16 0.464
H -0.13323 -3.90692 -3.55964 -0.22 0.00 -0.55 0.481
O 0.18389 -4.16999 -2.70114 -1.26 -1.08 0.26 -0.941
H 0.46714 4.17384 2.07132 -0.71 1.02 0.26 0.486
H -0.15779 3.21929 0.95486 0.69 0.72 0.88 0.509
O 0.54588 3.35099 1.62309 0.78 -1.64 -0.76 -0.998
H 2.54801 -3.27158 0.74985 -3.62 0.12 -1.61 0.443
H 3.44877 -2.36350 1.64982 -0.03 -4.01 -2.56 0.454
O 3.39452 -3.29841 1.05793 3.81 3.85 4.18 -0.890
H 3.27867 0.94687 1.02718 0.01 0.20 -0.32 0.469
H 4.65765 1.25640 0.61921 1.37 0.48 0.36 0.484
O 3.82177 1.06438 0.23318 -1.08 -0.14 0.06 -0.950
H -0.55212 4.40978 -1.02008 -0.01 -1.14 -0.63 0.490
H -0.15038 3.22048 -2.06332 -1.55 0.85 2.07 0.534
O -0.74303 3.47074 -1.25830 1.17 0.26 -1.20 -1.002
H -3.54142 -0.58490 -0.16193 0.44 -0.27 0.06 0.490
H -4.99801 -0.47537 -0.36209 0.82 1.11 0.02 0.504
O -4.18233 0.09759 -0.36158 -1.91 -0.82 1.01 -0.916
H 2.49314 2.20352 3.41086 -1.08 -1.33 1.64 0.449
H 2.51848 3.15055 2.40006 -2.67 2.45 -3.28 0.475
O 3.08990 2.74212 2.95398 3.72 -1.22 1.56 -0.920
H 3.76752 -0.71423 -0.98958 1.48 1.85 -0.29 0.512
H 2.27118 -0.73442 -1.62443 -1.09 2.10 -2.18 0.482
O 2.93852 -1.09271 -1.11956 -0.92 -4.12 2.19 -0.986
H 2.07126 4.58518 -1.38298 0.65 2.00 0.21 0.482
H 2.90163 3.29708 -0.82452 -1.36 1.31 -0.86 0.507
O 2.11533 3.66256 -1.33090 0.98 -3.50 0.62 -0.988
H -1.67434 1.91873 -4.72759 0.50 1.29 2.15 0.480
H -2.14645 1.87548 -3.23608 0.74 0.84 -0.89 0.513
O -1.49638 2.37875 -3.82857 -1.26 -2.33 -1.24 -1.002
H -0.60366 -5.29666 -0.49001 -3.76 -0.48 -7.43 0.469
H 0.48174 -4.61141 0.18986 1.17 0.86 -0.40 0.452
O -0.19831 -5.24429 0.25905 2.66 -0.40 7.81 -0.918
H -2.73241 -2.34005 1.28796 -0.86 0.00 0.38 0.490
H -2.98850 -0.90458 1.63196 1.52 3.39 1.40 0.456
O -3.42830 -1.65623 1.39662 -0.79 -3.93 -1.28 -0.892
H 0.54347 1.44685 -3.57251 -5.44 2.60 -1.24 0.486
H 1.73358 1.58388 -2.49190 -1.06 0.45 -0.93 0.495
O 1.32756 1.18220 -3.28404 6.40 -2.96 2.33 -0.980
```
Forces are in eV/Å.

E: -39082.979 eV
total charge: +1
spin multiplicity: 2